Entry 1:
# CH3N5O

A structure of composition CH3N5O in a non-equilibrium geometry (ωB97M-V/def2-TZVPD, the Open Molecules 2025 dataset).

Cartesian coordinates (Å):
C -0.3088 1.0882 -0.1222
H 1.9852 -0.0176 -0.7659
H 1.5178 -0.0553 0.9018
H -0.8677 -2.2019 0.1259
N 1.4802 -0.6191 -0.0224
N 0.1882 -0.2205 -0.1827
N -0.8406 -0.9108 0.0538
N -1.9824 -0.1477 0.0154
N -1.6744 1.0849 -0.0919
O 0.5023 1.9999 0.0880

Total charge: 0
Kohn-Sham gap, hartree: 0.323
Energy relative to the best compared isomer or geometry (same formula, charge and spin), kJ/mol: 307.0
E_LUMO, eV: -0.10
Multiplicity: 1
HOMO energy, eV: -8.89



Entry 2:
# C24H39GeN7RhSSe2

A structure of composition C24H39GeN7RhSSe2 in a non-equilibrium geometry (ωB97M-V/def2-TZVPD, the Open Molecules 2025 dataset).

Cartesian coordinates (Å):
Rh 1.4761 -0.3618 0.0822
C 4.6810 -1.4430 -2.8053
C 3.6430 -1.3195 -1.7391
N 3.2625 -0.2240 -1.1861
N 3.7881 0.9777 -1.5421
C 3.2869 2.1164 -1.0171
N 3.8522 3.2612 -1.3555
S 1.9338 2.1050 0.0040
C 2.9655 -2.5308 -1.2346
C 3.5336 -3.7924 -1.3226
C 2.8434 -4.8837 -0.8122
C 1.5919 -4.6865 -0.2502
C 1.0842 -3.3995 -0.1899
N 1.7514 -2.3506 -0.6753
H 4.8047 -0.5337 -3.3912
H 4.4160 -2.2485 -3.4866
H 5.6493 -1.6893 -2.3587
H 4.5905 1.0036 -2.1574
H 4.6338 3.3302 -1.9906
H 3.4916 4.1257 -0.9792
H 4.5120 -3.9129 -1.7665
H 3.2766 -5.8739 -0.8572
H 1.0133 -5.5142 0.1352
H 0.1064 -3.2030 0.2351
C -5.6661 3.6931 -2.4850
Ge -4.0947 2.5700 -2.1340
C -4.4082 0.8793 -1.1658
C -2.8796 2.3286 -3.6650
C -3.0380 3.7643 -0.8178
Se -1.3089 3.0972 -0.3876
C -1.6850 2.3245 1.3610
H -6.2721 3.2375 -3.2687
H -5.3499 4.6778 -2.8246
H -6.2777 3.7977 -1.5911
H -4.9675 0.2043 -1.8161
H -5.0067 1.0482 -0.2712
H -3.4742 0.3860 -0.8919
H -3.1839 1.4585 -4.2483
H -1.8468 2.1878 -3.3442
H -2.9263 3.1988 -4.3190
H -3.6296 3.8976 0.0851
H -2.9306 4.7124 -1.3402
H -2.5681 1.6895 1.3123
H -1.8494 3.1243 2.0797
H -0.8154 1.7337 1.6583
C 1.8789 2.0661 3.4268
N 1.5192 1.0147 4.3652
C 1.4534 1.1479 5.7182
C 1.1655 -0.0822 6.2345
N 1.0590 -0.9507 5.1921
C 0.8441 -2.3889 5.3180
C 1.2791 -0.2758 4.0435
Se 1.0931 -1.0249 2.3414
H 2.0382 2.9898 3.9748
H 1.0890 2.2141 2.6934
H 2.7942 1.8006 2.9002
H 1.6001 2.0928 6.2140
H 1.0246 -0.3867 7.2581
H 0.5046 -2.6105 6.3252
H 1.7742 -2.9248 5.1357
H 0.0962 -2.7245 4.6044
N -0.0687 0.0361 -1.5660
C -1.0249 -1.0021 -1.3440
C -1.8303 -0.9476 -0.2083
C -2.7400 -1.9617 0.0441
C -2.8576 -3.0280 -0.8401
C -2.0513 -3.0823 -1.9696
C -1.1337 -2.0743 -2.2232
H 0.2940 0.0162 -2.5128
H -0.4515 0.9704 -1.3608
H -1.7463 -0.1094 0.4763
H -3.3711 -1.9086 0.9212
H -3.5882 -3.8036 -0.6541
H -2.1430 -3.9066 -2.6641
H -0.5094 -2.1193 -3.1093

Total charge: +3
Kohn-Sham gap (spin up / spin down), hartree: 0.135 / 0.132
Energy relative to the best compared isomer or geometry (same formula, charge and spin), kJ/mol: 329.4
E_LUMO (spin up / spin down), eV: -10.76 / -10.83
Multiplicity: 1
HOMO energy (spin up / spin down), eV: -14.43 / -14.43



Entry 3:
# C4H5Li2O

A structure of composition C4H5Li2O in a non-equilibrium geometry (ωB97M-V/def2-TZVPD, the Open Molecules 2025 dataset).

Cartesian coordinates (Å):
C -0.8986 1.1720 -2.4253
C -1.1831 0.9034 -1.2328
H -1.1891 -0.0367 -2.0790
H -1.6248 0.7144 -0.2147
Li -0.3955 1.5792 -4.3943
C 1.1911 -0.1745 0.7188
C 0.6318 -1.2217 1.3757
O 0.0081 -1.1552 2.5263
Li -0.1665 -0.0336 3.8640
H 1.2432 0.8143 1.1821
H 1.7468 -0.3516 -0.2021
H 0.6365 -2.2100 0.8812

Total charge: +1
Kohn-Sham gap, hartree: 0.215
Energy relative to the best compared isomer or geometry (same formula, charge and spin), kJ/mol: 251.2
E_LUMO, eV: -4.12
Multiplicity: 1
HOMO energy, eV: -9.97



Entry 4:
# C3H12N2S

A cluster of 2 separate species, C3H12N2S in total in a non-equilibrium geometry (ωB97M-V/def2-TZVPD, the Open Molecules 2025 dataset).

Cartesian coordinates (Å):
C 3.0385 -0.6458 -1.3040
C 3.5071 0.2535 -0.1400
S 1.9823 0.6445 1.2061
H 2.3398 -0.0506 -1.8880
H 2.5553 -1.5388 -0.9129
H 3.8315 -0.9613 -1.9794
H 4.3419 -0.0354 0.4884
H 3.5419 1.2828 -0.4628
H 1.5503 -0.5837 1.6341
N -1.8904 0.3037 -0.2528
C -3.1106 -0.2642 0.3051
N -4.0753 0.7370 0.7141
H -1.2735 -0.4470 -0.5490
H -1.3906 0.8007 0.4777
H -3.6167 -0.8914 -0.4337
H -2.9803 -0.9701 1.1302
H -4.2705 0.7309 1.6988
H -4.0808 1.6352 0.2680

Total charge: -1
Kohn-Sham gap (spin up / spin down), hartree: 0.110 / 0.311
Energy relative to the best compared isomer or geometry (same formula, charge and spin), kJ/mol: 57.2
E_LUMO (spin up / spin down), eV: 3.85 / 3.84
Multiplicity: 2
Expectation value of S²: 0.754
HOMO energy (spin up / spin down), eV: 0.87 / -4.61



Entry 5:
# C13H21NO

A cluster of 2 separate species, C13H21NO in total in a non-equilibrium geometry (ωB97M-V/def2-TZVPD, the Open Molecules 2025 dataset).

Cartesian coordinates (Å):
C 3.3408 -2.6744 -0.4315
C 3.0450 -1.2955 -1.2211
N 2.7057 -0.1405 -0.2780
C 2.3471 -0.0943 1.1628
C 3.3397 0.9239 -0.8835
C 3.0677 2.2830 -0.3172
O 4.1987 0.8738 -1.5915
H 4.1172 -2.5519 0.5286
H 3.9326 -3.4309 -1.0616
H 2.5930 -3.3900 -0.2106
H 3.9475 -1.1430 -1.6701
H 2.3627 -1.5877 -2.0603
H 2.0649 -1.0280 1.7996
H 3.0393 0.4665 1.9186
H 1.4657 0.4854 1.0689
H 2.2433 2.5968 -1.0606
H 2.7428 2.4242 0.7404
H 4.0274 2.9104 -0.3575
C -5.1832 -0.7902 -1.0666
C -4.7788 -0.6099 0.3490
C -3.4987 -0.1067 0.5300
C -2.3946 -0.8460 0.0831
C -1.1766 -0.4872 0.4549
C -0.9609 0.8001 1.0642
C -2.0597 1.6277 1.3747
C -3.3498 1.1329 1.2108
H -6.2047 -1.1699 -1.3889
H -4.6481 -1.4787 -1.7105
H -5.1071 0.2765 -1.5104
H -5.6264 0.0300 0.8756
H -4.9120 -1.5063 1.0254
H -2.6320 -1.6237 -0.6041
H -0.1551 -0.9215 0.0849
H -0.0298 1.2402 1.2004
H -1.9292 2.6956 1.5675
H -4.2509 1.5192 1.6448

Total charge: 0
Kohn-Sham gap, hartree: 0.352
Energy relative to the best compared isomer or geometry (same formula, charge and spin), kJ/mol: 485.4
E_LUMO, eV: 0.78
Multiplicity: 1
HOMO energy, eV: -8.79



Entry 6:
# C5H13NO

The molecule C5H13NO in a non-equilibrium geometry (ωB97M-V/def2-TZVPD, the Open Molecules 2025 dataset).

Cartesian coordinates (Å):
C -1.6975 -1.0688 0.0100
C -0.5475 -0.2141 -0.5642
C 0.5217 -1.2753 -0.9782
O 1.6542 -0.5707 -1.4603
N 0.1019 0.7661 0.4072
C -0.3756 2.1661 0.5093
C 0.3574 0.1873 1.7303
H -1.2202 -1.8331 0.5513
H -2.2233 -1.6292 -0.7115
H -2.3955 -0.5941 0.8831
H -0.7357 0.3256 -1.5628
H 0.2678 -1.8745 -1.7828
H 0.8609 -2.0195 -0.2574
H 1.8132 0.2335 -0.8270
H -1.2763 2.4733 1.0717
H -0.4344 2.5441 -0.4936
H 0.3738 2.6601 1.1204
H -0.5297 -0.1142 2.3555
H 1.0478 -0.6099 1.8393
H 0.9533 0.8702 2.4025

Total charge: 0
Kohn-Sham gap, hartree: 0.358
Energy relative to the best compared isomer or geometry (same formula, charge and spin), kJ/mol: 251.1
E_LUMO, eV: 0.94
Multiplicity: 1
HOMO energy, eV: -8.80



Entry 7:
# C6H8N

The ion C6H8N with charge +1 in a non-equilibrium geometry (ωB97M-V/def2-TZVPD, the Open Molecules 2025 dataset).

Cartesian coordinates (Å):
C -1.5118 0.4413 0.1602
C -1.5169 1.5997 0.6566
C -1.5126 -0.5839 -0.9109
C -0.9106 -0.9521 0.4072
C 0.4801 -0.9107 0.7759
C 1.3457 1.1126 -0.3548
N 1.4078 -0.0673 0.4623
H -2.4605 -1.0474 -1.1499
H -1.5057 -1.6083 1.0319
H 0.7792 -1.6950 1.4677
H 0.9540 0.9048 -1.3489
H 0.6854 1.8542 0.1140
H 2.3425 1.5311 -0.4567
H -0.8864 -0.3759 -1.7677
H 2.3099 -0.2030 0.9131

Total charge: +1
Kohn-Sham gap, hartree: 0.335
Energy relative to the best compared isomer or geometry (same formula, charge and spin), kJ/mol: 600.6
E_LUMO, eV: -5.69
Multiplicity: 1
HOMO energy, eV: -14.80



Entry 8:
# C4H13NO2

A cluster of 2 separate species, C4H13NO2 in total in a non-equilibrium geometry (ωB97M-V/def2-TZVPD, the Open Molecules 2025 dataset).

Cartesian coordinates (Å):
C 0.3807 0.1118 1.1565
C -0.4000 -0.8940 0.3739
N 0.5702 -1.5148 -0.5856
C -1.4568 -0.1668 -0.4741
C -2.6856 -0.9516 -0.8518
O -3.2395 -1.7271 0.2196
H -0.1480 0.3826 2.0781
H 0.5957 1.0026 0.5878
H 1.3879 -0.1974 1.4297
H -0.7216 -1.6996 1.0325
H 0.0859 -2.1766 -1.1854
H 1.2697 -2.0444 -0.0916
H -1.6121 0.8157 -0.0251
H -0.9083 0.0557 -1.4023
H -3.4847 -0.3230 -1.2630
H -2.4114 -1.6772 -1.6282
H -3.4058 -1.1324 0.9605
O 5.7794 3.9694 -0.0053
H 5.3638 4.8109 -0.2285
H 5.0405 3.3563 -0.0977

Total charge: 0
Kohn-Sham gap, hartree: 0.373
Energy relative to the best compared isomer or geometry (same formula, charge and spin), kJ/mol: 83.1
E_LUMO, eV: 0.77
Multiplicity: 1
HOMO energy, eV: -9.37